Model 1:
Molecular formula: C7H8N2O3
Method: DFT, wB97M-V/def2-TZVPD

Results
- structure (SMILES) = COc1cccnc1C(=O)NO
- gap between HOMO and LUMO (eV) = 8.865
- net charge = 0
- HOMO level (eV) = -8.816

Positions of all 20 atoms, in Å:
C -1.026 2.454 0.722
C -1.090 0.203 -0.212
C -2.049 -0.807 -0.497
C -1.605 -2.109 -0.295
C -0.225 -2.389 0.016
C 0.296 -0.195 -0.081
C 1.472 0.667 -0.496
H -0.384 2.116 1.681
H -1.973 2.927 1.044
H -0.355 3.141 0.133
H -3.087 -0.531 -0.689
H -2.234 -2.979 -0.489
H 0.173 -3.324 0.321
H 3.324 0.930 -0.774
H 2.391 -1.410 0.367
N 0.616 -1.380 0.227
N 2.780 0.214 -0.373
O -1.502 1.535 -0.168
O 1.342 1.791 -0.900
O 3.135 -0.854 0.464

Model 2:
Molecular formula: C7H8N2O3
Method: DFT, wB97M-V/def2-TZVPD

Results
- structure (SMILES) = O=C1C=NC=N1.O=COC1CC1
- gap between HOMO and LUMO (eV) = 8.134
- net charge = 0
- HOMO level (eV) = -10.099

Positions of all 20 atoms, in Å:
C -0.089 1.732 -0.209
C -1.504 -0.091 0.325
C -2.984 0.138 0.253
C -2.347 -1.097 -0.344
C 2.525 0.599 -0.389
C 3.249 -0.174 0.680
C 1.785 -1.417 -0.283
H 0.527 2.099 -1.036
H -1.006 -0.307 1.265
H -3.347 0.890 -0.443
H -3.552 0.043 1.175
H -2.516 -2.066 0.097
H -2.222 -1.142 -1.441
H 4.012 0.212 1.336
H 1.257 -2.350 -0.468
N 2.773 -1.375 0.728
N 1.565 -0.304 -0.928
O -0.077 2.191 0.908
O -0.767 0.667 -0.598
O 2.719 1.752 -0.629

Model 3:
Molecular formula: C7H8N2O3
Method: DFT, wB97M-V/def2-TZVPD

Results
- gap between HOMO and LUMO (spin up / spin down) (eV) = 7.486 / 7.484
- net charge = 0
- HOMO level (spin up / spin down) (eV) = -8.034 / -8.032

Positions of all 20 atoms, in Å:
C 1.303 -2.431 -0.382
C 1.723 -1.498 -1.337
C 0.032 -2.429 0.296
C 0.977 -0.360 -1.456
C -0.574 -1.177 0.184
C -0.211 -0.157 -0.703
C -1.054 1.026 -0.867
N -0.624 1.829 1.680
N -0.245 2.339 0.635
O 0.494 3.242 0.328
O -2.305 1.179 -0.576
O -0.010 2.449 2.860
H 1.973 -3.291 -0.316
H 2.753 -1.705 -1.653
H -0.120 -3.214 0.924
H 1.272 0.389 -2.182
H -1.320 -0.825 0.785
H -0.650 1.856 -1.480
H -2.714 0.389 -0.263
H -0.700 2.391 3.522

Least stable structure: model 3

Model 1:
Molecular formula: C7H5N2
Method: DFT, wB97M-V/def2-TZVPD

Results
- structure (SMILES) = C1=CC#[N+]/C=C\N=C/C=1
- gap between HOMO and LUMO (spin up / spin down) (eV) = 6.590 / 7.380
- net charge = +1
- HOMO level (spin up / spin down) (eV) = -13.155 / -13.098

Positions of all 14 atoms, in Å:
C -1.871 0.880 -0.068
C -1.427 -1.647 0.304
C 2.070 -0.720 -0.109
C -0.558 1.588 -0.251
C 1.710 0.601 0.333
C -1.940 -0.399 0.060
C -0.125 -1.712 -0.011
N 1.028 -1.547 -0.317
N 0.636 1.274 0.042
H -2.544 1.664 -0.396
H -1.982 -2.455 0.636
H 3.031 -0.961 -0.205
H -0.596 2.428 -0.795
H 2.568 1.005 0.778

Model 2:
Molecular formula: C7H5N2
Method: DFT, wB97M-V/def2-TZVPD

Results
- gap between HOMO and LUMO (spin up / spin down) (eV) = 9.194 / 9.194
- net charge = +1
- HOMO level (spin up / spin down) (eV) = -14.480 / -14.480

Positions of all 14 atoms, in Å:
C 1.565 0.802 0.480
C 1.750 -0.053 -0.552
C -1.195 1.008 0.001
C -1.765 -0.359 0.216
C 0.096 0.543 0.659
C -0.470 -0.789 0.879
C 0.479 -0.849 -0.623
N -1.238 0.015 -1.062
N 0.157 -1.823 0.263
H 1.953 1.594 1.102
H 2.494 -0.241 -1.321
H -1.496 1.958 0.039
H -2.816 -0.631 0.263
H -0.156 -2.748 0.003

Least stable structure: model 2

Model 1:
Molecular formula: C5H16N3
Method: DFT, wB97M-V/def2-TZVPD

Results
- gap between HOMO and LUMO (spin up / spin down) (eV) = 11.780 / 4.748
- 2S+1 = 2
- net charge = +2
- HOMO level (spin up / spin down) (eV) = -18.212 / -18.211

Positions of all 24 atoms, in Å:
C -2.688 -0.561 -1.155
C -0.302 -0.967 -1.295
N -1.518 -1.457 -1.419
N 0.767 -1.758 -1.113
N -0.054 0.349 -1.350
H -1.649 -2.453 -1.322
H 0.727 -2.760 -1.239
H 1.701 -1.428 -1.297
H -0.801 1.025 -1.321
H 0.845 0.788 -1.445
H -3.558 -1.205 -1.165
H -2.731 0.132 -1.990
H -2.572 -0.091 -0.182
C 0.863 0.978 1.806
C 1.116 2.208 0.987
C 1.615 0.794 3.126
H 0.790 0.081 1.198
H -0.150 1.200 2.330
H 2.057 2.081 0.419
H 0.384 2.273 0.182
H 1.350 -0.049 3.761
H 1.138 3.041 1.681
H 1.685 1.731 3.672
H 2.645 0.534 2.735

Model 2:
Molecular formula: C5H16N3
Method: DFT, wB97M-V/def2-TZVPD

Results
- gap between HOMO and LUMO (spin up / spin down) (eV) = 11.306 / 7.157
- 2S+1 = 2
- net charge = +2
- HOMO level (spin up / spin down) (eV) = -18.252 / -18.231

Positions of all 24 atoms, in Å:
C 0.656 -1.395 0.775
C -0.566 -1.872 -0.001
C -1.481 -0.774 -0.507
N -0.049 -2.601 -1.232
H 1.288 -2.240 1.038
H 1.263 -0.698 0.191
H 0.334 -0.904 1.690
H -1.113 -2.633 0.547
H -0.970 -0.181 -1.274
H -1.760 -0.123 0.316
H -2.422 -1.177 -0.932
H 0.516 -3.419 -0.972
H -0.843 -2.912 -1.830
H 0.537 -1.940 -1.812
C 0.343 2.279 -0.270
C 0.594 2.157 1.059
N -0.233 1.585 2.072
N 1.246 2.938 -1.175
H -0.564 1.891 -0.755
H 1.522 2.589 1.437
H -1.066 2.106 2.219
H 0.269 1.610 2.981
H 0.703 3.460 -1.878
H 1.798 2.255 -1.683

Least stable structure: model 1

Model 1:
Molecular formula: C3H9N2P
Method: DFT, wB97M-V/def2-TZVPD

Results
- structure (SMILES) = C/N=C(/C)PN
- gap between HOMO and LUMO (eV) = 9.219
- net charge = 0
- HOMO level (eV) = -8.495

Positions of all 15 atoms, in Å:
C -0.294 -0.630 0.219
C -0.094 -2.109 0.111
C -0.426 1.300 1.385
N -0.327 -0.043 1.311
N 1.060 1.128 -1.434
P -0.492 0.314 -1.549
H 0.297 -2.323 -0.854
H 0.683 -2.506 0.907
H -0.837 -2.748 0.435
H -0.810 1.838 0.480
H 0.501 1.801 1.610
H -1.254 1.666 2.212
H 1.241 1.194 -0.451
H 0.983 2.011 -2.016
H -0.234 -0.893 -2.365

Model 2:
Molecular formula: C3H9N2P
Method: DFT, wB97M-V/def2-TZVPD

Results
- gap between HOMO and LUMO (spin up / spin down) (eV) = 8.812 / 6.747
- net charge = 0
- HOMO level (spin up / spin down) (eV) = -8.976 / -7.136

Positions of all 15 atoms, in Å:
C -1.126 0.383 -1.034
C -0.400 -0.840 -0.232
C 0.448 0.144 1.810
N -0.310 0.973 -1.965
N 0.715 -0.410 0.499
P 2.196 -0.094 -0.211
H -1.935 -0.150 -1.546
H -1.554 1.035 -0.249
H -1.152 -1.279 0.424
H -0.101 -1.548 -1.004
H -0.368 0.868 1.768
H 0.168 -0.656 2.501
H 1.341 0.640 2.186
H 0.127 1.823 -1.615
H 1.952 -0.889 -1.332

Least stable structure: model 2

Model 1:
Molecular formula: C18H68O25
Method: DFT, wB97M-V/def2-TZVPD

Results
- gap between HOMO and LUMO (eV) = 9.760
- net charge = 0
- HOMO level (eV) = -9.340

Positions of all 111 atoms, in Å:
O 0.630 -1.264 1.050
H 0.742 -2.056 1.584
H 1.486 -1.168 0.539
O -3.642 3.395 -3.456
H -3.522 3.729 -2.508
H -4.181 4.050 -3.839
O -0.834 5.056 0.402
H -1.050 5.020 1.343
H 0.005 4.559 0.425
O -3.814 0.332 2.748
H -3.830 -0.338 3.414
H -4.121 -0.096 1.889
O -0.261 1.387 2.296
H -0.213 0.525 1.864
H -1.219 1.720 2.268
O 3.006 -0.859 -0.234
H 2.720 -0.853 -1.185
H 3.589 -0.134 0.129
O 2.757 -3.661 -0.055
H 1.859 -3.776 -0.401
H 2.753 -2.680 0.068
C -3.782 3.183 0.322
C -4.799 2.354 -0.474
O -4.094 1.544 -1.389
O -3.193 4.036 -0.636
H -3.059 2.565 0.901
H -4.256 3.704 1.185
H -5.449 3.061 -0.987
H -5.351 1.781 0.264
H -4.243 2.046 -2.173
H -2.273 4.279 -0.384
C -1.614 4.904 4.382
C -2.130 3.760 5.174
O -1.092 2.863 5.470
O -1.381 4.275 3.076
H -0.655 5.247 4.797
H -2.410 5.660 4.342
H -2.987 3.255 4.624
H -2.500 4.060 6.165
H -0.961 2.210 4.831
H -0.491 3.954 3.095
C -4.356 -2.442 -0.319
C -3.082 -2.870 -1.051
O -1.855 -2.604 -0.462
O -4.208 -1.044 0.056
H -4.507 -2.950 0.627
H -5.274 -2.594 -0.937
H -3.119 -2.469 -2.048
H -3.232 -3.947 -1.116
H -1.771 -1.655 -0.387
H -4.361 -0.496 -0.745
C 2.380 3.525 4.454
C 2.557 2.007 4.685
O 2.632 1.299 3.410
O 1.294 3.817 3.598
H 3.289 3.932 4.014
H 2.106 3.969 5.413
H 1.667 1.658 5.229
H 3.519 1.851 5.232
H 1.794 0.863 3.147
H 1.475 3.425 2.711
C -0.381 -3.394 -4.084
C 0.820 -4.345 -4.413
O 1.943 -3.602 -4.660
O -0.573 -2.466 -5.139
H -0.201 -2.931 -3.112
H -1.354 -3.928 -4.068
H 0.515 -4.941 -5.259
H 0.883 -5.086 -3.560
H 2.593 -3.726 -3.931
H 0.297 -2.077 -5.324
C -0.367 -4.808 1.573
C -0.216 -5.180 0.150
O 0.226 -4.188 -0.782
O 0.789 -4.164 2.109
H -0.670 -5.650 2.199
H -1.262 -4.112 1.670
H -1.112 -5.634 -0.173
H 0.525 -5.902 0.098
H -0.515 -3.583 -0.856
H 1.567 -4.374 1.613
C 5.147 -4.191 -3.025
C 5.117 -4.608 -4.499
O 5.483 -3.619 -5.445
O 3.841 -3.655 -2.644
H 5.868 -3.400 -2.865
H 5.465 -5.023 -2.299
H 4.108 -4.938 -4.672
H 5.765 -5.477 -4.649
H 4.812 -3.540 -6.111
H 3.712 -3.843 -1.692
C -0.093 1.748 -1.603
C -1.207 0.947 -2.250
O -1.930 0.114 -1.324
O 0.862 0.781 -1.093
H -0.443 2.473 -0.869
H 0.415 2.158 -2.505
H -0.722 0.257 -2.884
H -1.916 1.664 -2.806
H -2.677 0.551 -0.907
H 0.408 0.282 -0.393
C 2.700 3.594 0.008
C 3.993 3.001 0.428
O 4.042 1.621 0.715
O 1.629 3.422 0.950
H 2.361 3.213 -0.983
H 2.851 4.694 0.020
H 4.409 3.577 1.236
H 4.806 3.181 -0.386
H 3.455 1.525 1.487
H 1.142 2.679 0.574

Model 2:
Molecular formula: C18H68O25
Method: DFT, wB97M-V/def2-TZVPD

Results
- gap between HOMO and LUMO (eV) = 9.214
- net charge = 0
- HOMO level (eV) = -9.328

Positions of all 111 atoms, in Å:
O 2.636 -4.210 0.431
H 1.905 -3.628 0.495
H 2.358 -5.107 0.407
O 2.043 -2.647 2.881
H 2.709 -3.382 2.787
H 1.261 -3.119 2.694
O 1.280 -4.903 -2.064
H 0.742 -5.556 -1.627
H 1.937 -4.563 -1.492
O -2.687 -1.943 -0.016
H -3.428 -2.561 0.112
H -2.259 -2.383 -0.730
O 4.447 -2.028 0.519
H 3.962 -1.171 0.596
H 3.808 -2.674 0.862
O -4.601 -0.186 -0.744
H -3.857 -0.760 -0.523
H -4.714 -0.330 -1.683
O -2.162 0.417 2.766
H -1.389 0.237 3.308
H -1.987 1.338 2.536
C 5.458 1.756 0.545
C 4.070 1.262 1.008
O 3.466 0.620 -0.020
O 6.298 2.149 1.579
H 5.433 2.616 -0.132
H 5.816 0.821 0.049
H 3.443 2.137 1.299
H 4.085 0.574 1.812
H 2.981 1.273 -0.565
H 6.602 1.350 2.010
C -1.679 -3.062 -2.824
C -3.203 -2.978 -3.035
O -3.264 -2.821 -4.452
O -1.406 -3.644 -1.580
H -1.026 -2.242 -3.013
H -1.286 -3.806 -3.490
H -3.608 -2.079 -2.576
H -3.685 -3.873 -2.715
H -4.067 -3.359 -4.732
H -0.461 -3.767 -1.532
C 1.503 -0.338 -3.985
C 1.428 -1.854 -4.302
O 0.297 -2.081 -5.059
O 2.451 -0.055 -3.012
H 0.518 -0.079 -3.636
H 1.704 0.363 -4.877
H 1.424 -2.338 -3.349
H 2.242 -2.043 -4.906
H 0.378 -1.487 -5.836
H 3.273 0.078 -3.441
C 1.339 3.114 -0.526
C 2.165 4.308 -0.287
O 1.643 5.028 0.863
O 1.984 2.245 -1.380
H 0.355 3.407 -0.821
H 1.155 2.585 0.447
H 2.060 5.001 -1.054
H 3.261 4.207 -0.186
H 1.639 4.395 1.583
H 1.255 1.938 -1.911
C -1.930 -3.573 2.888
C -1.211 -4.434 1.820
O 0.028 -4.628 2.403
O -3.191 -3.285 2.328
H -1.360 -2.685 3.138
H -2.065 -4.080 3.894
H -1.052 -3.990 0.883
H -1.721 -5.366 1.538
H -0.011 -5.510 2.729
H -3.032 -2.836 1.511
C -1.762 4.153 1.476
C -1.710 4.851 2.827
O -1.049 6.039 2.501
O -2.306 2.876 1.603
H -0.736 4.059 1.161
H -2.365 4.605 0.719
H -1.126 4.338 3.638
H -2.672 5.185 3.124
H -1.641 6.565 1.982
H -3.007 2.769 0.948
C 0.776 2.071 2.966
C 1.437 0.759 3.286
O 0.482 -0.253 3.344
O 1.632 3.219 2.856
H 0.022 2.289 3.721
H 0.170 1.893 2.084
H 1.870 0.770 4.315
H 2.288 0.291 2.665
H 0.971 -1.100 3.251
H 2.216 3.156 3.653
C -4.353 2.935 -1.387
C -2.971 2.522 -1.814
O -2.801 2.894 -3.173
O -4.617 2.420 -0.093
H -5.186 2.627 -2.019
H -4.520 4.006 -1.204
H -2.854 1.414 -1.795
H -2.201 2.929 -1.142
H -3.281 3.739 -3.346
H -4.737 1.485 -0.075
C -0.213 -0.140 -0.820
C 0.392 -0.968 0.256
O 1.174 -1.930 -0.458
O -0.750 0.961 -0.174
H -1.052 -0.583 -1.416
H 0.591 0.145 -1.461
H -0.309 -1.431 1.000
H 1.174 -0.434 0.719
H 1.963 -1.491 -0.817
H -1.417 0.636 0.450

Least stable structure: model 2

Model 1:
Molecular formula: C2H4N6
Method: DFT, wB97M-V/def2-TZVPD

Results
- structure (SMILES) = [H]/N=C\n1nn/c(=N\[H])[nH]1
- gap between HOMO and LUMO (eV) = 9.199
- net charge = 0
- HOMO level (eV) = -9.505

Positions of all 12 atoms, in Å:
C 0.587 0.793 1.667
C -0.239 -0.510 -1.425
H -1.325 0.647 2.124
H 1.572 1.138 1.946
H -0.746 -0.782 -3.276
H -0.974 -1.166 0.342
N -0.447 1.047 2.404
N 0.648 -0.055 0.558
N 1.494 0.198 -0.422
N 1.094 -0.069 -1.579
N -1.116 -0.871 -2.282
N -0.548 -0.370 -0.056

Model 2:
Molecular formula: C2H4N6
Method: DFT, wB97M-V/def2-TZVPD

Results
- structure (SMILES) = NNc1cnnnn1
- gap between HOMO and LUMO (eV) = 8.778
- net charge = 0
- HOMO level (eV) = -8.992

Positions of all 12 atoms, in Å:
C -0.201 0.013 0.116
C -1.189 1.067 0.128
H 2.766 -0.350 0.951
H 2.697 -0.618 -0.764
H 1.460 1.149 -0.233
H -1.095 2.099 0.181
N 2.236 -0.643 0.070
N 1.163 0.169 -0.329
N -2.506 0.558 -0.024
N -2.788 -0.584 -0.170
N -1.887 -1.552 0.023
N -0.656 -1.307 0.050

Least stable structure: model 2

Model 1:
Molecular formula: C2H10O4
Method: DFT, wB97M-V/def2-TZVPD

Results
- structure (SMILES) = CC=O.O.O.O
- gap between HOMO and LUMO (eV) = 11.108
- net charge = 0
- HOMO level (eV) = -10.481

Positions of all 16 atoms, in Å:
O 1.999 1.657 -0.049
C 2.172 0.643 0.601
C 1.237 0.066 1.674
H 3.069 0.049 0.264
H 1.670 0.054 2.681
H 1.055 -0.962 1.383
H 0.396 0.764 1.711
H 0.251 1.865 -0.130
H -1.172 2.498 0.133
O -0.716 1.684 -0.097
H -1.913 -0.388 -0.189
H -3.073 -1.468 -0.449
O -2.397 -0.913 -0.842
H -0.754 -1.113 -2.313
H -1.312 -2.396 -1.979
O -0.512 -2.043 -2.398

Model 2:
Molecular formula: C2H10O4
Method: DFT, wB97M-V/def2-TZVPD

Results
- structure (SMILES) = CC=O.O.O.O
- gap between HOMO and LUMO (eV) = 10.945
- net charge = 0
- HOMO level (eV) = -10.243

Positions of all 16 atoms, in Å:
O 0.050 0.519 1.811
C 1.110 -0.025 1.619
C 1.202 -1.251 0.755
H 2.100 0.434 1.876
H 0.297 -1.844 1.050
H 2.129 -1.826 0.768
H 1.038 -0.865 -0.274
H -1.594 -0.092 1.159
H -2.107 1.222 1.510
O -2.178 0.535 0.816
H -1.819 1.148 -1.825
H -0.905 1.699 -0.789
O -0.997 1.698 -1.793
H -0.129 -0.787 -2.020
H 1.006 0.158 -2.564
O 0.799 -0.722 -2.100

Least stable structure: model 2

Model 1:
Molecular formula: C6H14N3O
Method: DFT, wB97M-V/def2-TZVPD

Results
- gap between HOMO and LUMO (eV) = 10.249
- net charge = +1
- HOMO level (eV) = -13.228

Positions of all 24 atoms, in Å:
C -2.079 -0.073 0.002
C -0.379 -1.129 0.329
C -0.411 -2.282 1.231
C 2.121 2.494 -0.988
C 1.027 -0.936 -0.459
C 1.995 1.270 -0.120
N -1.480 -1.159 -0.555
N -1.010 0.143 0.812
N -3.199 0.649 -0.079
O 1.363 0.307 -0.965
H -1.150 -2.937 0.604
H -0.840 -1.995 2.184
H 0.456 -2.810 1.485
H 2.554 2.079 -1.874
H 1.245 3.138 -1.124
H 2.833 3.169 -0.430
H 0.853 -1.534 -1.268
H 1.872 -1.368 0.143
H 1.286 1.668 0.671
H 2.942 0.873 0.260
H -1.673 -1.939 -1.241
H -1.073 0.496 1.715
H -3.999 0.432 -0.782
H -3.253 1.444 0.450

Model 2:
Molecular formula: C6H14N3O
Method: DFT, wB97M-V/def2-TZVPD

Results
- gap between HOMO and LUMO (eV) = 10.187
- net charge = +1
- HOMO level (eV) = -13.256

Positions of all 24 atoms, in Å:
C 0.935 1.271 0.316
C -1.187 -2.488 0.538
C -1.775 -1.158 1.047
C -0.839 -2.121 -1.031
C -1.637 -0.190 -0.106
C -2.346 1.033 -0.354
N -0.149 0.783 0.706
N 1.892 1.575 -0.284
N 4.468 2.038 -0.336
O -1.268 -0.817 -1.183
H -0.425 -2.847 1.257
H -2.028 -3.238 0.485
H -2.889 -1.137 1.275
H -1.308 -0.964 2.029
H 0.266 -2.300 -1.163
H -1.493 -2.578 -1.857
H -3.251 0.926 -0.990
H -1.718 1.774 -0.979
H -2.627 1.723 0.559
H -0.340 0.968 1.698
H 2.994 1.989 -0.193
H 4.663 2.265 -1.273
H 5.301 2.485 0.124
H 4.761 1.008 -0.285

Least stable structure: model 2